#P
Below is a 2-piece molecular cluster, C15H18O overall, with properties calculated with ωB97M-V with the def2-TZVPD basis set.

The geometry in ORCA input format:
```
! wB97M-V def2-TZVPD RIJCOSX def2/J DEFGRID3
* xyz 0 1
C -1.34143 1.64436 4.57095
C -0.46675 0.37883 4.48652
C -0.26587 -0.17380 3.10073
C 0.65626 -1.21136 2.95036
C 0.81826 -1.89478 1.75731
C -0.11093 -1.67905 0.75484
O 0.00456 -2.29441 -0.47297
C -0.99432 -0.60731 0.82376
C -1.04025 0.12938 1.99877
H -2.39477 1.42774 4.74640
H -1.12330 2.32873 3.75159
H -1.06633 2.16517 5.49296
H 0.51083 0.64525 4.89617
H -0.92176 -0.38792 5.11485
H 1.16128 -1.54055 3.84557
H 1.60743 -2.62688 1.64333
H 0.53040 -3.09972 -0.34855
H -1.47481 -0.38767 -0.11726
H -1.69657 0.99159 1.99354
C -1.05545 2.13560 -1.67155
C -0.14478 1.28897 -2.54567
C 1.21452 1.59366 -2.51566
C 2.12543 0.69164 -3.06134
C 1.69867 -0.33636 -3.89309
C 0.31538 -0.47275 -4.06528
C -0.60509 0.18305 -3.26785
H -1.69617 1.43167 -1.14108
H -1.74124 2.77085 -2.23119
H -0.45452 2.63535 -0.92127
H 1.58647 2.40033 -1.89947
H 3.18612 0.88022 -2.91321
H 2.29560 -1.22003 -4.07489
H -0.04758 -1.11977 -4.86254
H -1.65991 0.12681 -3.50079
*
```

## Properties
HOMO: -8.4 eV
Frontier orbital gap: 9.20 eV


#Q
Below is a 2-piece molecular cluster, C15H18O overall, with properties calculated with ωB97M-V with the def2-TZVPD basis set.

The geometry in ORCA input format:
```
! wB97M-V def2-TZVPD RIJCOSX def2/J DEFGRID3
* xyz 0 1
C -2.63294 2.37394 -1.43999
C -2.08394 1.17644 -0.53688
C -0.54322 1.30492 -0.60243
C -0.03297 0.41640 -1.54325
C 1.34176 0.55051 -1.73827
C 2.15853 1.44003 -0.88649
O 3.48728 1.38791 -0.93649
C 1.54976 2.32529 -0.06644
C 0.14153 2.21835 0.08598
H -2.63127 3.38114 -0.98642
H -3.63163 2.30014 -1.66832
H -1.98195 2.64463 -2.38955
H -2.27339 1.42435 0.57585
H -2.46432 0.26269 -0.70262
H -0.42981 -0.34099 -2.11429
H 1.80403 0.09027 -2.52691
H 3.87490 0.91031 -1.56404
H 2.14343 3.17394 0.16776
H -0.25898 2.86013 0.91404
C 0.94951 -2.61286 -0.66603
C 0.33646 -2.04594 0.52150
C 1.24145 -1.60701 1.42402
C 0.81241 -1.54709 2.79679
C -0.53224 -1.62282 3.08228
C -1.43999 -1.65386 2.02209
C -1.00339 -2.15796 0.86961
H 1.79774 -3.23712 -0.53033
H 1.43021 -1.85810 -1.28449
H 0.08075 -3.10767 -1.22659
H 2.32233 -1.46219 1.15120
H 1.59372 -1.50959 3.52672
H -0.97313 -1.46342 4.00523
H -2.42988 -1.45637 2.17224
H -1.72278 -2.55840 0.09453
*
```

## Properties
HOMO: -8.2 eV
Frontier orbital gap: 8.93 eV


Looking at the structures above, #P is most stable, and the difference to the next one is 2.420 eV.